Record 1
{
  "formula": "C3H7Cl4Hg2O",
  "method": "ωB97M-V/def2-TZVPD",
  "charge": 3,
  "orbital_gap_ha": 0.08595,
  "de_lowest_ev": 0.2978,
  "max_force_ha_per_bohr": 0.021,
  "e_lumo_ev": -16.962,
  "elements": ["Hg", "Hg", "C", "O", "H", "H", "H", "C", "Cl", "Cl", "H", "H", "C", "Cl", "Cl", "H", "H"],
  "coordinates": [[0.570, 1.943, 3.438], [-2.909, 3.069, 2.537], [-0.941, 1.460, 0.596], [-1.082, 2.040, 1.921], [0.095, 1.455, 0.249], [-1.331, 0.444, 0.552], [-1.478, 2.082, -0.121], [-1.178, -2.759, -0.577], [-0.023, -2.545, 0.767], [-2.670, -3.266, 0.176], [-1.324, -1.811, -1.081], [-0.789, -3.529, -1.233], [2.713, 0.234, -1.372], [1.423, -0.658, -2.162], [2.623, 1.943, -1.678], [2.631, 0.064, -0.295], [3.670, -0.168, -1.717]]
}

***

Record 2
{
  "formula": "C28H71ClN5O13",
  "method": "ωB97M-V/def2-TZVPD",
  "charge": -1,
  "orbital_gap_ha": 0.29016,
  "de_lowest_ev": 3.5976,
  "max_force_ha_per_bohr": 0.055,
  "e_lumo_ev": 2.373,
  "elements": ["Cl", "O", "O", "O", "O", "C", "O", "C", "C", "N", "C", "C", "O", "C", "H", "H", "H", "H", "H", "H", "H", "H", "H", "H", "H", "H", "H", "H", "H", "C", "O", "C", "C", "N", "C", "C", "O", "C", "H", "H", "H", "H", "H", "H", "H", "H", "H", "H", "H", "H", "H", "H", "H", "C", "O", "C", "C", "N", "C", "C", "O", "C", "H", "H", "H", "H", "H", "H", "H", "H", "H", "H", "H", "H", "H", "H", "H", "C", "O", "C", "C", "N", "C", "C", "O", "C", "H", "H", "H", "H", "H", "H", "H", "H", "H", "H", "H", "H", "H", "H", "H", "C", "C", "C", "O", "C", "N", "H", "H", "H", "H", "H", "H", "H", "H", "H", "H", "H"],
  "coordinates": [[8.828, -9.393, -19.835], [7.519, -8.990, -19.361], [9.437, -10.325, -18.929], [8.725, -10.018, -21.111], [9.647, -8.223, -19.987], [14.250, -11.879, -22.382], [13.379, -10.967, -22.957], [13.277, -9.802, -22.115], [12.361, -8.733, -22.722], [12.542, -8.653, -24.158], [11.768, -7.472, -24.600], [11.999, -7.240, -26.102], [12.041, -8.479, -26.822], [11.599, -8.361, -28.169], [14.474, -12.697, -23.071], [13.928, -12.320, -21.429], [15.247, -11.456, -22.177], [14.282, -9.439, -21.873], [12.834, -10.078, -21.149], [12.647, -7.830, -22.151], [11.341, -8.851, -22.352], [13.506, -8.331, -24.246], [12.134, -6.579, -24.072], [10.717, -7.558, -24.336], [12.947, -6.741, -26.328], [11.115, -6.732, -26.500], [10.690, -7.848, -28.484], [11.637, -9.397, -28.505], [12.471, -7.911, -28.669], [6.004, -10.584, -16.097], [6.500, -10.113, -14.867], [7.841, -10.376, -14.671], [8.539, -9.474, -13.642], [7.754, -9.122, -12.436], [7.562, -10.326, -11.620], [6.736, -10.089, -10.316], [5.694, -9.179, -10.582], [4.838, -8.976, -9.480], [6.519, -10.048, -16.904], [4.950, -10.409, -16.303], [6.246, -11.649, -16.195], [8.502, -10.232, -15.539], [7.980, -11.450, -14.467], [8.683, -8.532, -14.175], [9.531, -9.861, -13.388], [8.379, -8.518, -11.910], [8.491, -10.834, -11.336], [6.955, -11.075, -12.130], [7.361, -9.571, -9.574], [6.411, -11.040, -9.881], [5.244, -8.523, -8.571], [4.408, -9.938, -9.170], [4.025, -8.388, -9.903], [12.643, -14.128, -24.812], [12.080, -12.989, -24.264], [11.075, -13.372, -23.348], [10.365, -12.103, -22.851], [10.081, -11.091, -23.872], [9.025, -11.525, -24.792], [9.294, -11.356, -26.326], [10.616, -11.729, -26.669], [10.665, -12.467, -27.871], [11.975, -14.571, -25.564], [12.825, -14.934, -24.080], [13.644, -13.966, -25.223], [11.532, -13.925, -22.523], [10.269, -13.987, -23.771], [11.061, -11.631, -22.153], [9.449, -12.208, -22.258], [9.670, -10.269, -23.454], [8.109, -10.935, -24.646], [8.682, -12.560, -24.688], [9.136, -10.307, -26.587], [8.557, -12.016, -26.790], [9.697, -12.639, -28.348], [11.169, -13.431, -27.769], [11.282, -11.923, -28.598], [5.390, -11.168, -27.005], [6.419, -10.254, -26.713], [5.950, -8.918, -26.646], [7.151, -7.959, -26.623], [7.895, -8.053, -25.369], [7.189, -7.444, -24.230], [7.411, -8.191, -22.916], [6.294, -9.093, -22.841], [6.134, -9.682, -21.556], [4.413, -10.922, -26.582], [5.666, -12.049, -26.410], [5.409, -11.463, -28.057], [5.158, -8.694, -25.923], [5.417, -8.761, -27.600], [6.837, -6.933, -26.805], [7.799, -8.373, -27.398], [7.981, -9.028, -25.097], [6.133, -7.172, -24.343], [7.543, -6.408, -24.097], [7.340, -7.439, -22.128], [8.370, -8.712, -22.912], [6.596, -9.080, -20.766], [6.638, -10.648, -21.481], [5.061, -9.670, -21.364], [6.957, -14.642, -15.074], [8.138, -15.087, -15.994], [8.399, -14.071, -17.097], [7.177, -13.719, -17.711], [7.303, -12.835, -18.803], [9.294, -15.149, -15.098], [5.944, -14.747, -15.476], [7.013, -13.573, -14.846], [6.938, -15.184, -14.127], [7.977, -16.103, -16.355], [9.045, -14.509, -17.863], [8.835, -13.201, -16.595], [8.329, -12.622, -19.096], [6.692, -11.930, -18.747], [6.772, -13.309, -19.642], [9.153, -14.564, -14.280], [9.306, -16.052, -14.633]]
}

***

Record 3
{
  "formula": "C9H13FNO2",
  "method": "ωB97M-V/def2-TZVPD",
  "charge": 1,
  "orbital_gap_ha": 0.29964,
  "de_lowest_ev": 0.0000,
  "max_force_ha_per_bohr": 0.010,
  "e_lumo_ev": -3.682,
  "elements": ["N", "C", "C", "O", "C", "O", "H", "H", "H", "H", "H", "H", "H", "H", "F", "C", "C", "C", "C", "C", "C", "H", "H", "H", "H", "H"],
  "coordinates": [[-0.356, 1.008, -3.690], [0.570, 0.041, -2.970], [1.800, 0.783, -2.455], [1.764, 0.801, -1.033], [1.010, 1.781, -0.502], [0.627, 2.744, -1.109], [-0.348, 1.925, -3.221], [-1.322, 0.670, -3.695], [-0.077, 1.146, -4.664], [0.002, -0.374, -2.136], [0.814, -0.761, -3.666], [2.727, 0.305, -2.761], [1.818, 1.812, -2.830], [0.762, 1.551, 0.541], [0.024, -1.391, 0.304], [-0.390, -1.264, 1.601], [-0.066, -2.245, 2.511], [-0.517, -2.080, 3.815], [-1.265, -0.967, 4.177], [-1.570, 0.004, 3.233], [-1.123, -0.146, 1.928], [0.512, -3.106, 2.207], [-0.279, -2.833, 4.554], [-1.608, -0.856, 5.196], [-2.149, 0.876, 3.507], [-1.359, 0.578, 1.158]]
}

***

Record 4
{
  "formula": "C10H23IrN6O2S",
  "method": "ωB97M-V/def2-TZVPD",
  "charge": 2,
  "orbital_gap_ha": 0.29238,
  "de_lowest_ev": 0.8759,
  "max_force_ha_per_bohr": 0.018,
  "e_lumo_ev": -6.516,
  "elements": ["Ir", "N", "C", "C", "C", "C", "N", "C", "N", "N", "C", "O", "O", "H", "H", "H", "H", "H", "H", "H", "H", "H", "H", "H", "H", "H", "H", "C", "H", "H", "H", "S", "C", "N", "C", "C", "N", "H", "H", "H", "H", "H", "H"],
  "coordinates": [[0.438, -0.907, -0.734], [1.986, 0.421, -0.121], [1.459, 1.809, -0.084], [2.198, 2.744, 0.876], [2.192, 2.427, 2.385], [1.052, 3.064, 3.192], [-0.242, 2.385, 3.139], [-0.573, 1.285, 3.793], [0.238, 0.767, 4.725], [-1.723, 0.673, 3.507], [-0.042, 1.745, 0.138], [-0.700, 2.708, 0.438], [-0.605, 0.550, -0.020], [2.260, 0.114, 0.810], [2.824, 0.376, -0.695], [1.579, 2.216, -1.091], [1.798, 3.747, 0.725], [3.234, 2.777, 0.530], [3.108, 2.854, 2.795], [2.254, 1.352, 2.592], [0.872, 4.071, 2.821], [1.345, 3.178, 4.237], [-0.881, 2.712, 2.425], [0.975, 1.332, 5.112], [-0.089, 0.014, 5.308], [-2.278, 0.968, 2.720], [-2.043, -0.120, 4.035], [0.674, -0.954, -2.729], [1.400, -1.763, -2.903], [1.084, -0.005, -3.075], [-0.248, -1.158, -3.269], [-1.159, -2.552, -0.676], [-1.603, -3.044, -2.294], [-2.638, -2.577, -2.963], [-2.753, -3.175, -4.302], [-1.649, -4.257, -4.268], [-0.974, -3.969, -2.993], [-3.240, -1.857, -2.598], [-2.571, -2.422, -5.067], [-3.745, -3.594, -4.450], [-0.954, -4.169, -5.100], [-2.056, -5.266, -4.255], [-0.205, -4.499, -2.618]]
}